A cluster of 4 separate species, C30H39NO10S in total, computed with ωB97M-V/def2-TZVPD.

Structure (ORCA input):
```
! RIJCOSX wB97M-V def2-TZVPD def2/J DEFGRID3
* xyz 0 1
S 1.259 -1.507 0.862
O 6.188 -2.041 0.122
O 7.877 -0.638 -0.383
O 2.566 -4.152 2.739
O 1.362 -4.536 4.565
O -6.923 4.139 0.443
O 0.466 -4.934 2.538
O 1.065 2.275 -2.627
O -5.373 4.562 -1.136
O -6.826 2.849 -1.363
O 6.264 -1.101 -1.889
N 0.987 -0.400 -2.030
C 1.400 2.851 -0.340
C -0.224 -2.316 -2.818
C 0.434 -2.267 -0.509
C 1.790 3.548 2.049
C 1.267 0.178 0.343
C 2.698 -4.267 5.012
C -6.282 3.918 -0.726
C -1.403 2.399 -2.181
C -2.732 2.691 -2.910
C 1.135 3.268 3.400
C 1.543 2.492 0.997
C 1.453 1.144 1.321
C 4.783 -3.714 3.631
C 4.075 -1.639 -2.807
C -8.420 2.907 1.905
C -8.103 3.314 0.490
C 3.299 -3.545 3.823
C -0.262 2.375 -3.175
C -3.888 1.843 -2.374
C 4.926 -2.320 -0.502
C 1.375 -4.579 3.216
C -0.794 -3.569 -2.642
C -0.141 -3.521 -0.332
C 5.234 -2.109 -1.969
C -7.704 2.189 -0.442
C 1.191 1.895 -1.314
C 0.391 -1.653 -1.763
C -0.747 -4.173 -1.395
C 1.138 0.540 -0.992
C 6.878 -1.202 -0.689
H -1.485 1.434 -1.672
H -4.847 2.309 -2.565
H 1.661 2.489 3.952
H -3.779 1.784 -1.286
H 1.452 3.889 -0.649
H -8.719 3.770 2.499
H 4.184 -1.606 -0.133
H 0.529 0.031 -2.821
H -1.230 3.173 -1.432
H -3.852 0.821 -2.755
H -7.545 2.459 2.375
H 2.664 -3.673 5.921
H 3.027 -2.485 3.841
H -1.176 -5.156 -1.247
H -9.236 2.184 1.912
H -8.537 1.749 -0.983
H -1.258 -4.065 -3.484
H 5.026 -4.764 3.463
H -7.144 1.406 0.075
H -0.411 1.534 -3.865
H 3.715 -0.672 -2.456
H 4.607 -3.330 -0.258
H 3.255 -2.356 -2.746
H 5.691 -3.005 -2.398
H 1.410 4.495 1.659
H 3.199 -5.218 5.208
H 5.132 -3.144 2.770
H 1.129 4.170 4.011
H 4.368 -1.535 -3.851
H -2.609 2.535 -3.984
H -0.243 -1.842 -3.794
H 1.536 0.833 2.356
H -0.270 3.279 -3.787
H 2.868 3.687 2.179
H -2.993 3.737 -2.740
H 0.098 2.959 3.258
H -0.092 -4.023 0.627
H -8.923 3.895 0.058
H 5.317 -3.362 4.514
*
```

As for the SMILES: CCCCOc1cc(CC)cc2c1Nc1ccccc1S2.C[C@@H]1COC(=O)O1.C[C@@H]1COC(=O)O1.C[C@@H]1COC(=O)O1. For the HOMO energy, the calculation gives -7.31 eV. The calculation puts the electronic energy at -2371.9665 Eh. Its gap between HOMO and LUMO is 0.288 Eh. The lowest unoccupied orbital energy is 0.5 eV.